(1)
This record from the OMol25 dataset describes 15 unconnected molecules or ions with the total composition H29O15. The level of theory is ωB97M-V/def2-TZVPD.

Last column: Löwdin charge in e.
Atoms and positions in Å:
O -0.355 1.334 -2.357  -0.342
H 0.023 1.553 -3.209  -0.008
H -2.792 0.353 -3.637  0.039
O 0.681 2.839 -0.509  -0.107
H 0.218 2.173 -1.148  0.013
H -0.067 3.208 -0.042  0.020
O -2.833 -0.604 -3.623  -0.044
H -2.159 -2.253 -3.264  -0.024
H -3.663 -0.912 -3.262  0.051
O 4.098 -0.056 -0.059  -0.107
H 3.946 0.730 0.527  0.028
H 3.749 0.270 -0.915  0.053
O -0.825 0.059 1.355  -0.102
H -1.425 0.295 0.653  -0.005
H -0.013 -0.238 0.835  0.053
O 0.558 -1.112 -2.665  -0.151
H 0.266 -0.139 -2.472  0.004
H -0.175 -1.474 -3.237  0.028
O 0.796 -3.428 1.894  -0.066
H 0.282 -2.700 1.543  0.001
H 1.339 -3.606 1.110  0.036
O -2.748 1.269 -1.453  -0.097
H -3.067 2.099 -1.137  0.036
H -1.845 1.486 -1.833  -0.009
O -1.121 2.603 2.194  -0.057
H -1.373 2.138 1.395  -0.003
H -0.579 2.039 2.738  0.014
O 1.377 -1.273 -0.097  -0.075
H 2.301 -0.931 -0.113  0.025
O 2.387 1.744 1.043  -0.111
H 2.100 1.781 1.949  -0.008
H 1.902 2.403 0.419  0.034
O 0.563 -0.780 3.570  -0.060
H 1.209 -1.503 3.521  0.059
H 0.341 -0.768 2.633  0.001
O -2.597 -0.955 0.011  -0.058
H -2.670 -0.319 -0.689  -0.029
H -3.485 -1.007 0.391  0.060
O -1.743 -3.126 -3.226  -0.063
H -1.199 -3.061 -2.456  0.012
H 1.407 -1.543 -1.028  0.016
O 1.968 1.237 4.219  -0.113
H 1.107 0.741 4.257  0.019
H 2.647 0.720 3.743  0.036

As for the HOMO-LUMO gap: 9.27 eV. The charge is -1.

(2)
This record from the OMol25 dataset describes 15 unconnected molecules or ions with the total composition H29O15. The level of theory is ωB97M-V/def2-TZVPD.

Last column: Löwdin charge in e.
Atoms and positions in Å:
O -1.854 -2.485 -3.702  -0.016
H -2.316 -2.759 -2.920  0.029
H -1.656 3.049 -0.805  0.000
O -1.080 -0.203 5.062  -0.016
H -0.243 -0.353 5.168  -0.085
H -1.081 0.680 4.541  0.067
O -1.315 3.449 -1.618  -0.126
H 1.737 0.314 -4.300  0.105
H -0.599 1.592 0.149  -0.056
O -1.230 1.287 2.641  -0.177
H -1.320 1.632 1.596  0.024
H -1.589 0.398 2.624  -0.019
O 0.224 5.667 -0.653  -0.144
H 0.293 5.375 -1.651  0.076
H -1.313 0.017 -0.137  0.006
O -1.095 -2.145 2.167  -0.102
H -0.343 0.091 -2.615  0.000
H -0.936 -1.941 1.254  -0.050
O 2.224 0.826 -3.531  -0.062
H -0.154 4.784 -0.437  0.002
H 2.662 1.597 -3.823  0.021
O 1.617 1.137 2.914  -0.061
H 0.604 1.109 2.852  0.030
H -1.153 -2.008 -3.418  -0.091
O 2.256 -1.058 -1.318  -0.055
H 3.013 -0.912 -1.913  0.027
H 2.860 -1.113 -0.575  0.039
O -0.406 -0.306 -3.436  -0.003
H 0.492 -0.186 -3.779  0.008
O 3.618 -2.284 3.279  -0.112
H 3.105 -1.513 2.870  0.057
H 3.304 -2.277 4.210  0.039
O 1.776 -3.373 -3.454  -0.065
H 1.178 -2.963 -2.784  0.043
H 2.550 -2.829 -3.449  -0.004
O -1.099 -1.057 -0.086  -0.179
H -1.767 -0.974 -0.814  0.053
H 2.015 1.764 3.409  -0.048
O -1.455 1.349 0.258  -0.225
H -0.924 -1.186 2.472  0.050
H -0.871 2.584 -2.035  0.104
O -3.647 -1.469 2.071  -0.054
H -2.852 -1.019 1.780  -0.018
H -3.228 -2.289 1.934  -0.009

As for the HOMO-LUMO gap: 8.82 eV. The charge is -1.

Energy comparison, zero being the most stable, in hartree: (1) 0.0000; (2) 0.1483.

(1)
This record from the OMol25 dataset describes a molecular structure, C39H33AsCl3F10N6O9SSi2TeTi. The level of theory is ωB97M-V/def2-TZVPD.

Last column: Mulliken spin population.
Atoms and positions in Å:
Ti -1.152 0.024 -0.907  1.004
C -0.242 5.437 -5.521  0.000
C -0.890 4.766 -4.341  0.001
C -1.784 3.718 -4.530  -0.001
C -2.320 3.037 -3.449  0.002
C -1.967 3.416 -2.165  -0.002
C -1.118 4.491 -1.949  0.002
C -0.582 5.156 -3.039  0.000
S -2.511 2.447 -0.786  0.000
O -3.500 3.209 -0.080  0.000
O -2.950 1.155 -1.341  -0.001
N -1.170 2.008 -0.001  -0.024
C -0.657 2.668 1.097  0.019
C -1.186 3.855 1.660  0.001
C -0.490 4.506 2.647  -0.001
C 0.722 3.991 3.101  0.000
C 1.125 2.797 2.553  0.001
N 0.465 2.128 1.601  -0.002
H -0.249 4.778 -6.388  0.000
H 0.795 5.694 -5.300  0.000
H -0.766 6.360 -5.783  0.000
H -2.006 3.383 -5.535  0.000
H -2.957 2.176 -3.597  0.000
H -0.836 4.777 -0.943  0.000
H 0.118 5.968 -2.877  0.000
H -2.133 4.236 1.322  0.001
H -0.893 5.420 3.066  0.000
H 1.319 4.485 3.854  0.000
H 2.046 2.338 2.898  -0.001
O 2.540 -4.942 0.044  0.000
C 2.035 -3.983 -0.487  -0.001
C 1.524 -2.770 0.134  -0.011
O 1.519 -2.585 1.463  0.000
C 1.070 -1.851 -0.763  0.009
C 1.113 -2.404 -2.137  -0.019
O 0.687 -1.919 -3.145  0.002
C 1.810 -3.767 -1.991  0.001
O 2.145 -4.502 -2.871  0.000
O 0.600 -0.693 -0.377  -0.033
F -2.265 -1.126 -2.625  0.014
As -2.981 -2.582 -1.881  0.005
F -3.842 -1.532 -0.815  0.002
F -1.560 -2.461 -0.809  0.003
F -3.550 -3.954 -1.007  0.000
F -2.060 -3.576 -2.935  0.000
F -4.302 -2.570 -2.980  0.000
F 2.390 1.588 -1.514  0.010
C 3.181 2.114 -2.481  -0.004
C 4.394 2.631 -2.074  0.001
F 4.656 2.558 -0.749  0.000
C 5.331 3.205 -2.943  0.000
C 4.897 3.165 -4.277  0.000
C 3.680 2.652 -4.680  0.002
F 3.407 2.707 -5.997  0.000
C 2.745 2.103 -3.802  0.000
C 1.426 1.600 -4.209  0.004
C 0.497 1.210 -3.285  0.003
N -0.312 0.977 -2.473  -0.001
C 0.948 1.613 -5.544  0.000
N 0.506 1.662 -6.611  -0.001
F 5.688 3.661 -5.247  0.000
C 6.589 3.771 -2.516  -0.001
C 6.969 3.859 -1.160  0.000
N 7.331 3.968 -0.063  0.000
C 7.532 4.330 -3.408  0.001
N 8.344 4.813 -4.078  0.000
C 4.490 -1.297 -0.618  0.000
Si 4.481 -0.970 1.225  0.001
C 5.878 0.182 1.684  0.000
C 4.697 -2.560 2.193  0.000
C 2.943 0.045 1.740  0.002
Te 1.050 -0.769 2.132  0.027
C 1.645 -1.514 4.024  0.001
Si 1.653 -0.295 5.466  0.000
C 1.351 -1.294 7.022  0.000
C 3.335 0.527 5.576  0.000
C 0.301 1.002 5.312  0.000
H 4.383 -2.359 -0.849  0.000
H 5.440 -0.955 -1.033  0.000
H 3.699 -0.751 -1.136  0.000
H 6.842 -0.281 1.460  0.000
H 5.865 0.424 2.750  0.000
H 5.835 1.117 1.123  0.000
H 5.624 -3.030 1.855  0.000
H 3.888 -3.274 2.035  0.000
H 4.801 -2.369 3.265  0.000
H 2.777 0.805 0.970  -0.002
H 3.203 0.562 2.668  -0.001
H 2.630 -1.950 3.859  0.000
H 0.938 -2.320 4.242  0.000
H 2.095 -2.084 7.147  0.000
H 0.365 -1.764 6.980  0.000
H 1.382 -0.657 7.909  0.000
H 4.143 -0.206 5.507  0.000
H 3.434 1.046 6.533  0.000
H 3.493 1.269 4.789  0.000
H -0.100 1.122 4.302  0.000
H 0.665 1.983 5.622  0.000
H -0.547 0.738 5.946  0.000
Cl -4.494 -1.985 2.475  0.000
C -2.836 -1.483 2.808  0.000
Cl -2.667 -1.057 4.525  0.000
Cl -1.741 -2.845 2.469  0.000
C -2.520 -0.215 1.917  0.004
O -2.916 0.853 2.318  0.000
O -1.848 -0.500 0.874  -0.016

As for the HOMO-LUMO gap (alpha / beta): 5.03 / 5.04 eV. The spin multiplicity is 2. The expectation value of S² is 0.75. The charge is -2.

(2)
This record from the OMol25 dataset describes a molecular structure, C39H33AsCl3F10N6O9SSi2TeTi. The level of theory is ωB97M-V/def2-TZVPD.

Last column: Mulliken spin population.
Atoms and positions in Å:
Ti 1.925 -0.062 -0.439  0.014
C -4.165 -0.871 3.632  0.000
C -3.307 -0.135 2.642  0.000
C -3.964 0.731 1.655  0.000
C -3.313 1.191 0.579  0.000
C -1.886 0.829 0.406  0.000
C -1.198 0.720 1.769  0.000
C -1.973 -0.225 2.641  0.000
S -0.983 1.941 -0.746  0.000
O -1.955 2.344 -1.743  0.000
O -0.307 2.968 -0.036  0.000
N 0.057 0.843 -1.380  0.000
C 0.634 1.041 -2.637  0.000
C 0.195 1.815 -3.721  -0.001
C 0.974 1.808 -4.860  0.000
C 2.149 1.064 -4.920  -0.001
C 2.519 0.352 -3.799  0.001
N 1.764 0.339 -2.707  0.002
H -5.118 -1.174 3.193  0.000
H -4.388 -0.228 4.486  0.000
H -3.653 -1.757 4.008  0.000
H -5.009 0.981 1.799  0.000
H -3.786 1.811 -0.169  0.000
H -0.152 0.451 1.678  0.000
H -1.426 -0.847 3.341  0.000
H -0.702 2.406 -3.646  0.000
H 0.665 2.401 -5.713  0.000
H 2.775 1.060 -5.801  0.000
H 3.438 -0.219 -3.749  0.000
O 3.013 -3.930 4.217  0.000
C 2.811 -3.168 3.312  0.000
C 1.474 -2.494 2.982  0.000
O 0.456 -2.559 3.639  0.000
C 1.738 -1.782 1.744  0.000
C 3.070 -1.823 1.383  0.002
O 3.424 -1.118 0.358  0.000
C 3.840 -2.713 2.260  -0.001
O 4.993 -3.057 2.203  0.000
O 0.944 -1.087 0.978  -0.001
F 1.805 1.228 0.773  0.000
As -0.152 5.160 2.696  0.001
F -1.257 1.966 2.382  0.000
F 1.666 5.473 3.317  0.009
F -0.621 6.383 3.869  0.000
F 0.256 6.272 1.407  0.000
F -1.914 5.235 2.071  0.000
F 3.990 4.123 -0.490  -0.002
C 4.342 4.190 0.801  -0.037
C 4.058 5.347 1.486  0.106
F 3.454 6.327 0.832  0.009
C 4.430 5.525 2.832  -0.017
C 5.100 4.433 3.416  0.104
C 5.387 3.286 2.718  -0.038
F 6.025 2.297 3.357  -0.003
C 5.026 3.117 1.380  0.101
C 5.351 1.902 0.630  0.023
C 4.453 1.427 -0.276  0.008
N 3.627 1.067 -1.029  0.013
C 6.590 1.228 0.787  0.010
N 7.613 0.703 0.874  0.007
F 5.492 4.500 4.692  0.009
C 4.155 6.728 3.541  0.372
C 3.705 7.922 2.916  -0.037
N 3.432 8.960 2.498  0.186
C 4.393 6.886 4.931  -0.028
N 4.558 7.087 6.054  0.189
C -1.299 -3.992 1.533  0.000
Si -2.990 -4.022 0.768  0.000
C -4.310 -4.522 2.005  0.000
C -3.023 -5.219 -0.669  0.000
C -3.446 -2.277 0.176  0.000
Te -1.804 -1.180 -0.637  0.000
C -3.042 -0.559 -2.241  0.000
Si -3.270 -1.595 -3.799  0.000
C -4.263 -0.489 -4.943  0.000
C -4.259 -3.140 -3.422  0.000
C -1.643 -2.016 -4.589  0.000
H -1.092 -4.924 2.064  0.000
H -1.172 -3.177 2.248  0.000
H -0.536 -3.878 0.758  0.000
H -4.141 -5.543 2.355  0.000
H -5.306 -4.482 1.557  0.000
H -4.305 -3.865 2.876  0.000
H -2.718 -6.209 -0.316  0.000
H -2.313 -4.924 -1.444  0.000
H -4.019 -5.313 -1.108  0.000
H -3.845 -1.689 1.001  0.000
H -4.202 -2.300 -0.612  0.000
H -2.653 0.409 -2.554  0.000
H -4.006 -0.369 -1.761  0.000
H -5.252 -0.268 -4.537  0.000
H -4.398 -0.966 -5.917  0.000
H -3.748 0.461 -5.103  0.000
H -5.205 -2.895 -2.932  0.000
H -3.703 -3.820 -2.772  0.000
H -4.489 -3.680 -4.343  0.000
H -1.024 -1.125 -4.717  0.000
H -1.805 -2.453 -5.578  0.000
H -1.081 -2.733 -3.994  0.000
Cl 2.415 -3.293 -4.338  0.000
C 2.432 -3.684 -2.592  0.000
Cl 2.268 -5.435 -2.392  0.000
Cl 3.958 -3.154 -1.900  0.000
C 1.191 -2.945 -1.957  0.000
O 0.102 -3.490 -2.089  0.000
O 1.461 -1.861 -1.391  -0.001

As for the HOMO-LUMO gap (alpha / beta): 6.27 / 5.69 eV. The spin multiplicity is 2. The expectation value of S² is 0.79. The charge is -2.

Energy comparison, zero being the most stable, in hartree: (1) 0.0000; (2) 0.0905.

(1)
This record from the OMol25 dataset describes C4H8N4O in the gas phase. The level of theory is ωB97M-V/def2-TZVPD.

Last column: Löwdin charge in e.
Atoms and positions in Å:
C 2.192 -0.738 0.302  -0.023
N 0.872 -0.241 0.041  -0.062
C 0.415 0.420 -1.114  -0.461
N 1.451 0.680 -2.048  0.016
N -0.864 0.430 -1.146  0.144
C -1.252 0.013 0.037  -0.387
N -2.584 0.123 0.742  0.028
C -0.147 -0.377 0.814  -0.272
O -0.309 -0.358 2.268  0.002
H 2.839 -0.018 0.833  0.094
H 2.598 -0.851 -0.743  0.083
H 2.068 -1.854 0.718  0.146
H 1.615 1.857 -2.097  0.164
H 0.997 0.383 -3.133  0.175
H -2.500 1.318 0.614  0.190
H -3.198 -0.418 0.099  0.074
H -1.318 -0.416 2.214  0.090

As for the HOMO-LUMO gap: 8.16 eV. The SMILES is Cn1c(N)nc(N)c1O.

(2)
This record from the OMol25 dataset describes C4H8N4O in the gas phase. The level of theory is ωB97M-V/def2-TZVPD.

Last column: Löwdin charge in e.
Atoms and positions in Å:
C 0.128 -1.215 1.780  -0.054
C 0.429 -0.219 0.655  -0.348
C 1.014 0.866 0.812  -0.483
O 1.710 1.404 1.864  0.007
N 0.716 1.612 -0.282  0.169
C -0.152 0.997 -1.075  -0.395
N -0.802 1.294 -2.269  0.062
N -0.157 -0.339 -0.589  -0.085
N -1.016 -1.325 -1.011  0.099
H -1.142 -1.107 1.860  0.140
H 0.481 -2.485 1.606  0.147
H 0.617 -0.928 2.763  0.050
H 2.001 0.298 2.268  0.244
H -1.092 2.404 -2.144  0.172
H -0.142 1.154 -3.093  0.113
H -1.845 -0.785 -1.224  0.085
H -0.746 -1.625 -1.920  0.077

As for the HOMO-LUMO gap: 8.63 eV. The SMILES is Cc1c(O)nc(N)n1N.

(3)
This record from the OMol25 dataset describes C4H8N4O in the gas phase. The level of theory is ωB97M-V/def2-TZVPD.

Last column: Löwdin charge in e.
Atoms and positions in Å:
C 2.547 -0.596 0.399  0.044
C 1.507 0.129 -0.034  -0.359
N 1.622 1.389 -0.582  0.098
C 0.114 -0.392 -0.037  -0.331
N -0.056 -1.717 -0.106  0.189
N -0.860 0.474 0.020  0.091
C -2.204 0.050 -0.126  -0.607
N -2.910 1.175 0.105  0.121
O -2.637 -1.095 -0.080  0.020
H 3.548 -0.196 0.403  0.055
H 2.438 -1.593 0.788  0.046
H 2.427 1.927 -0.306  0.096
H 0.746 1.888 -0.622  0.075
H 0.702 -2.353 -0.274  0.105
H -1.018 -2.050 -0.112  0.090
H -2.056 1.846 0.352  0.162
H -3.909 1.113 0.212  0.102

As for the HOMO-LUMO gap: 9.35 eV. The SMILES is C=C(N)/C(N)=N/C(N)=O.

Energy comparison, zero being the most stable, in hartree: (1) 0.1322; (2) 0.1737; (3) 0.0000.